C22H31BeCl2F6N10O4S2 | ωB97M-V/def2-TZVPD

Results
E	-4035.29114	hartree
F_max	5.6	eV/A
charge	+1
HOMO-LUMO gap	0.0470	Ha

Atoms and positions in Å:
Cl 7.35 1.33 -7.96
Cl 5.87 3.42 -9.86
S 0.74 -1.57 -1.23
S -0.32 -1.70 1.22
F 0.52 -4.02 2.25
F -1.59 -3.79 2.33
F -1.19 0.25 -1.65
F -0.53 -4.25 0.43
F 0.63 0.92 -2.51
F 0.42 1.01 -0.41
O 1.92 -1.64 -2.06
O -0.29 -2.51 -1.64
O -1.50 -1.24 0.52
O -0.19 -1.12 2.55
N 3.98 1.74 4.98
N -7.30 -5.15 7.92
N 1.17 -1.68 0.28
N 0.46 8.82 -4.57
N -0.75 -5.51 12.27
N -8.08 -5.14 -2.44
N 1.84 10.06 3.71
N -2.49 0.30 -7.55
N -3.56 3.48 4.77
N 6.91 -6.06 -6.22
C 2.11 2.85 6.51
C 4.97 2.53 -8.64
C 0.28 -4.75 9.98
C 2.27 9.12 3.10
C 0.12 0.27 -1.46
C -3.56 0.81 -7.45
C -7.05 -4.58 -2.43
C 5.87 2.24 -7.46
C -6.48 -5.94 8.13
C 2.80 7.97 2.37
C 2.74 7.78 -5.24
C 1.45 8.36 -4.81
C -5.00 1.33 5.41
C -0.52 -3.61 1.61
C -5.48 -6.96 8.42
C -4.19 2.54 5.07
C -5.76 -3.93 -2.38
C -0.30 -5.19 11.25
C 6.09 -5.47 -6.83
C 5.01 -4.82 -7.59
C 3.15 2.23 5.67
C -4.85 1.51 -7.32
Be 5.87 -2.19 1.25
H -5.98 1.61 5.79
H -0.14 -5.35 9.17
H -5.49 -3.54 -3.37
H 2.62 7.26 -6.19
H 4.00 2.99 -8.43
H 0.19 -3.67 9.82
H 4.01 -5.14 -7.30
H 1.16 2.31 6.45
H 6.17 3.13 -6.90
H -5.72 -3.10 -1.67
H 3.10 8.36 1.40
H -5.65 0.78 -7.17
H 3.56 7.55 3.03
H -4.90 -6.56 9.24
H 1.99 3.89 6.20
H -5.02 -4.70 -2.17
H 3.15 7.19 -4.42
H 5.11 -3.73 -7.63
H 1.37 -4.83 9.97
H 2.55 2.79 7.51
H 5.16 -5.09 -8.64
H -4.79 2.29 -6.57
H 2.02 7.26 2.11
H -4.84 -7.06 7.54
H 3.39 8.65 -5.34
H 5.34 1.55 -6.81
H -5.15 0.64 4.57
H -5.96 -7.88 8.74
H 4.68 1.58 -9.09
H -5.03 2.04 -8.26
H -4.49 0.71 6.15